Entry 1:
The following is a DFT calculation (the ωB97M-V functional and the def2-TZVPD basis) of an isolated molecule of C4H5N3O at a distorted geometry.

Geometry as XYZ:
```
13
Properties=species:S:1:pos:R:3:forces:R:3
H -1.551721 -1.658533 0.048657 -2.04 2.74 0.34
N -2.425060 -0.988967 0.153570 -0.23 1.60 -0.73
C -2.354427 0.318069 0.036972 2.60 -2.27 0.37
N -1.032750 0.920784 -0.086447 -2.94 4.04 0.42
C 0.183908 0.366062 -0.162832 1.34 2.27 0.48
C 1.365342 1.066300 -0.024720 -0.75 3.01 1.08
N 2.349751 0.161176 0.203720 1.62 1.77 -0.66
C 1.853070 -0.949947 -0.009631 -2.35 -1.28 0.23
O 0.422528 -0.910481 -0.200780 1.65 -1.58 -0.04
H -3.203535 1.147316 0.065438 1.66 -2.35 0.05
H -0.913122 2.000858 0.162288 -0.76 -3.30 -0.91
H 1.511652 2.213286 0.180977 -0.40 -2.61 -0.62
H 2.245551 -1.872929 0.214245 0.62 -2.04 -0.01
```
Forces are in eV/Å.

The value obtained for the largest force on an atom is 5.01 eV Å⁻¹. As for the multiplicity: 1. For the total energy, the calculation gives -394.841514 Ha. Its HOMO-LUMO gap is 0.322 Eh. The energy above the lowest of the compared OMol25 structures with the same formula, charge and spin comes out at 79.09 kcal/mol. The HOMO energy comes out at -8.10 eV. The net charge is 0.



Entry 2:
The following is a DFT calculation (the ωB97M-V functional and the def2-TZVPD basis) of an isolated molecule of CH4N2O2 at a distorted geometry.

Geometry as XYZ:
```
9
Properties=species:S:1:pos:R:3:forces:R:3
N 1.130617 -0.988709 -0.239339 -0.86 -1.46 -1.07
C 0.130744 -0.194344 0.298245 1.00 -3.74 3.77
O -0.202941 -0.526832 1.447600 -1.21 1.86 -1.17
N -0.413981 0.725914 -0.530470 0.68 2.34 -0.29
O -1.426505 1.513180 0.222623 1.36 0.01 -1.38
H 0.994141 -0.700145 -1.229607 1.12 -2.07 0.14
H 0.976080 -2.085794 0.103750 0.55 4.10 -1.71
H 0.448981 1.263910 -1.110367 -3.56 -0.88 2.39
H -1.637135 0.992819 1.037565 0.91 -0.16 -0.68
```
Forces are in eV/Å.

The value obtained for the largest force on an atom is 5.41 eV Å⁻¹. As for the multiplicity: 1. For the total energy, the calculation gives -300.402585 Ha. Its HOMO-LUMO gap is 0.389 Eh. The energy above the lowest of the compared OMol25 structures with the same formula, charge and spin comes out at 53.38 kcal/mol. The HOMO energy comes out at -10.15 eV. The net charge is 0.



Entry 3:
The following is a DFT calculation (the ωB97M-V functional and the def2-TZVPD basis) of a structure of composition C36H50BrN2O7PW.

Geometry as XYZ:
```
98
Properties=species:S:1:pos:R:3:forces:R:3
W -1.190056 -1.351664 0.993519 0.63 0.65 0.04
C -4.434869 -2.421664 -0.744733 -0.05 0.00 -0.02
C -3.691603 -3.139270 0.381968 0.21 0.08 -0.10
C -4.498071 -3.117763 1.678066 -0.09 -0.08 -0.02
C -3.309017 -4.560585 -0.022188 0.00 -0.05 -0.01
N -2.470270 -2.401724 0.624992 -0.22 -0.34 0.02
H -5.337807 -2.979722 -0.997986 0.00 0.01 0.01
H -3.809229 -2.349722 -1.635396 0.00 -0.01 0.02
H -4.721317 -1.413519 -0.442814 0.02 0.01 0.01
H -5.473733 -3.576243 1.504943 0.02 -0.01 0.02
H -4.649491 -2.093974 2.017384 -0.01 0.04 -0.01
H -3.984475 -3.672051 2.463743 0.02 0.01 -0.01
H -4.210007 -5.137766 -0.236718 0.00 0.02 0.01
H -2.758875 -5.053841 0.779442 0.02 0.02 -0.02
H -2.681370 -4.549052 -0.914507 -0.01 0.00 0.00
Br 0.457808 -3.372398 0.989455 0.17 -0.17 0.19
C 0.766788 -2.445619 5.099109 -0.07 -0.03 0.00
C 1.560216 -2.834165 6.142086 0.01 0.01 0.01
C 2.525550 -1.917582 6.558898 0.02 0.01 0.02
C 2.655370 -0.685567 5.924378 -0.02 -0.01 0.00
C 1.831409 -0.352131 4.862278 0.04 -0.02 -0.01
C 0.852691 -1.252424 4.428742 -0.14 0.11 0.16
C 0.013522 -0.917495 3.259431 0.22 0.01 0.18
O 0.314892 0.000868 2.489516 -0.05 -0.24 -0.30
O -1.003047 -1.683170 2.982399 -0.06 -0.13 0.08
H 1.454422 -3.796709 6.625871 0.00 0.02 -0.01
H 3.180177 -2.169522 7.384618 -0.01 0.00 -0.01
H 3.405973 0.016325 6.263059 -0.01 -0.01 -0.01
H 1.928509 0.597522 4.350294 -0.01 -0.01 0.00
O 0.385691 -0.727227 -0.167252 -0.09 -0.37 -0.28
P 1.403867 -0.242088 -1.195567 0.01 0.16 -0.06
C 0.966251 1.500070 -1.524815 -0.08 0.05 -0.03
C 0.347458 2.305718 -0.360482 0.11 0.05 -0.01
C 1.269046 3.316410 0.306608 0.01 0.02 0.00
C 1.965464 4.191400 -0.729202 -0.02 0.00 -0.02
C 2.790441 3.329197 -1.678696 0.02 0.01 0.03
C 1.926564 2.310006 -2.420095 -0.02 0.00 -0.03
C 2.997771 -0.855521 -0.529783 -0.03 -0.05 0.11
C 4.271752 -0.904223 -1.384952 -0.01 0.00 -0.05
C 5.117544 0.361727 -1.321256 -0.02 0.03 -0.04
C 5.447936 0.720237 0.124296 0.03 -0.04 0.01
C 4.172742 0.869459 0.945628 -0.01 0.02 0.00
C 3.312962 -0.387269 0.901715 0.00 -0.02 -0.01
C 1.281310 -1.086397 -2.814985 0.02 -0.08 0.00
C 0.994152 -2.596826 -2.653082 0.06 0.00 -0.02
C -0.489258 -2.917788 -2.489036 -0.02 0.02 -0.11
C -1.343066 -2.292275 -3.585412 0.04 -0.03 -0.08
C -1.115577 -0.785452 -3.644032 -0.03 -0.01 0.03
C 0.358707 -0.483721 -3.885331 0.03 0.00 -0.01
H 0.095927 1.254613 -2.146226 0.02 -0.02 0.04
H -0.076210 1.631442 0.378526 0.03 0.00 0.03
H -0.497275 2.854777 -0.789640 0.01 -0.01 0.04
H 2.010127 2.808437 0.927780 0.02 -0.01 0.00
H 0.672951 3.926084 0.988885 0.00 0.00 -0.02
H 2.603901 4.934120 -0.246577 0.00 -0.02 0.01
H 1.210937 4.746477 -1.298838 0.01 0.00 0.01
H 3.569799 2.827242 -1.102456 -0.01 0.00 -0.01
H 3.307764 3.946968 -2.416189 -0.01 0.01 0.00
H 2.559866 1.647821 -3.020449 0.00 -0.02 0.01
H 1.310026 2.857728 -3.139931 0.00 0.01 0.01
H 2.644078 -1.890019 -0.422332 0.00 -0.03 0.01
H 4.063778 -1.172798 -2.421131 -0.02 0.00 0.00
H 4.866668 -1.732751 -0.984468 0.00 0.02 0.01
H 4.585510 1.189583 -1.801139 0.01 -0.02 0.03
H 6.033794 0.212436 -1.896445 0.00 -0.01 0.00
H 6.043823 1.634590 0.167862 -0.02 0.01 -0.01
H 6.064526 -0.078322 0.553093 0.00 0.02 0.00
H 3.601160 1.709563 0.552550 -0.01 0.02 0.01
H 4.404339 1.117981 1.984074 0.02 -0.03 -0.01
H 2.394246 -0.253630 1.471298 -0.04 0.02 0.02
H 3.855164 -1.207087 1.384965 0.00 0.01 0.01
H 2.302971 -0.993010 -3.192588 0.01 0.04 -0.02
H 1.554050 -3.022195 -1.817130 -0.04 0.01 -0.03
H 1.366159 -3.086496 -3.559240 -0.02 -0.01 0.00
H -0.837871 -2.552829 -1.524477 -0.01 -0.03 0.02
H -0.616484 -4.002528 -2.466175 0.01 0.01 0.01
H -2.399027 -2.511628 -3.412423 0.02 0.00 -0.01
H -1.083703 -2.735434 -4.554323 -0.01 0.01 0.00
H -1.443854 -0.341226 -2.698712 -0.03 0.04 0.03
H -1.716242 -0.334565 -4.436825 0.00 0.00 0.01
H 0.533424 0.586593 -4.004154 0.00 -0.01 0.00
H 0.656278 -0.938849 -4.836958 -0.02 0.00 0.00
O -2.338296 0.106308 1.819711 -0.19 0.25 0.18
C -2.540682 0.732932 0.672935 -0.04 -0.12 0.10
O -1.893188 0.074236 -0.277314 -0.30 0.25 -0.17
C -3.246271 1.914366 0.495012 0.01 -0.03 0.01
C -3.849177 2.578057 1.603590 -0.04 0.07 0.00
C -4.508203 3.762260 1.423952 0.06 -0.11 0.02
C -4.586257 4.320318 0.139106 -0.14 0.26 -0.02
C -4.007804 3.690019 -0.971210 0.07 -0.14 0.01
C -3.349053 2.503970 -0.799475 -0.05 0.07 -0.03
N -5.272428 5.570237 -0.043719 0.09 -0.17 0.01
O -5.785208 6.099842 0.934559 -0.03 0.04 0.07
O -5.313208 6.051049 -1.170966 0.00 0.02 -0.07
H -3.772052 2.137600 2.588550 0.01 -0.02 -0.02
H -4.967486 4.281023 2.251838 -0.01 0.01 -0.01
H -4.094342 4.149695 -1.944028 -0.01 0.02 0.00
H -2.902779 2.000229 -1.646902 0.01 -0.03 0.00
```
Forces are in eV/Å.

The value obtained for the largest force on an atom is 0.91 eV Å⁻¹. As for the multiplicity: 3. For the total energy, the calculation gives -5020.464991 Ha. Its HOMO-LUMO gap (alpha / beta) is 0.194 / 0.307 Eh. The energy above the lowest of the compared OMol25 structures with the same formula, charge and spin comes out at 0.00 kcal/mol. The expectation value of S² is 2.04. The HOMO energy (alpha / beta) comes out at -5.60 / -9.00 eV. The net charge is 0.



Entry 4:
The following is a DFT calculation (the ωB97M-V functional and the def2-TZVPD basis) of a cluster of 2 separate species, C6H16N2 in total at a distorted geometry.

Geometry as XYZ:
```
24
Properties=species:S:1:pos:R:3:forces:R:3
C -1.317779 0.413819 -2.693632 -0.28 0.04 -0.84
N -0.925192 -0.233953 -1.492111 -0.06 0.15 -0.03
C -0.654089 0.676036 -0.426889 0.05 0.19 -0.30
C -0.927671 0.085676 0.970926 0.40 0.79 0.99
N -0.363188 0.872430 2.040293 -0.32 0.38 -0.42
C 1.855614 -0.685327 3.002218 0.30 -0.35 -0.59
C 2.831755 -0.328884 1.875221 0.84 0.27 0.65
C -1.851789 -0.569046 -3.734365 -0.20 -0.21 0.20
H -0.493150 0.996236 -3.137362 0.33 -0.16 0.13
H -2.077540 1.198912 -2.551925 -0.12 -0.07 0.38
H -1.104012 1.375351 2.520781 -0.10 0.01 -0.08
H -1.179445 1.635448 -0.558565 -0.15 0.04 0.08
H 0.410364 0.960873 -0.460957 0.07 -0.23 0.16
H -2.018618 -0.012602 1.097249 0.02 -0.46 -0.33
H -0.433742 -0.897645 0.958526 -0.27 -0.35 -0.12
H 2.270255 -0.440516 3.983805 0.01 0.32 0.03
H 1.776094 -1.786709 3.020815 -0.52 0.25 -0.07
H 0.902072 -0.092128 2.764719 0.41 -0.72 0.61
H 3.148316 0.717732 1.961989 -0.29 0.01 -0.19
H 3.778496 -0.891587 1.919231 -0.18 -0.14 -0.06
H 2.393641 -0.475536 0.894219 -0.15 0.00 -0.15
H -2.073129 -0.088681 -4.687999 0.05 0.08 -0.04
H -1.175625 -1.404453 -3.899732 0.29 0.08 -0.04
H -2.771640 -1.025446 -3.366454 -0.12 0.07 0.03
```
Forces are in eV/Å.

The value obtained for the largest force on an atom is 1.33 eV Å⁻¹. As for the multiplicity: 2. For the total energy, the calculation gives -347.597305 Ha. Its HOMO-LUMO gap (alpha / beta) is 0.200 / 0.189 Eh. The energy above the lowest of the compared OMol25 structures with the same formula, charge and spin comes out at 38.39 kcal/mol. The expectation value of S² is 0.76. The HOMO energy (alpha / beta) comes out at -1.77 / -1.65 eV. The net charge is -1.



Entry 5:
The following is a DFT calculation (the ωB97M-V functional and the def2-TZVPD basis) of a cluster of 2 separate species, C13H15INO6 in total at a distorted geometry.

Geometry as XYZ:
```
36
Properties=species:S:1:pos:R:3:forces:R:3
C 4.337903 -1.971691 -0.926004 -0.02 0.20 0.50
C 5.202464 -0.719678 -0.535674 1.07 -0.49 -0.64
O 6.323297 -0.619706 -0.953317 -0.54 -0.16 0.38
O 4.731041 0.284218 0.336661 -1.36 -0.78 -0.52
C 4.025730 1.304182 -0.362137 -0.39 0.39 0.01
O 4.395479 1.605866 -1.452206 -0.41 0.03 0.50
C 2.837736 1.990001 0.418626 0.78 0.42 0.19
C 1.403710 1.732224 -0.178910 0.21 1.29 -0.37
C 1.413845 2.404381 -1.636887 0.66 -0.47 -4.59
O 1.198469 3.625522 -1.762924 -0.19 -0.21 2.11
O 1.692472 1.697749 -2.698137 -0.70 0.00 3.34
N 0.964813 0.323383 -0.268635 -0.67 0.32 -0.19
I 1.646513 -0.898454 1.234466 -0.26 -0.09 0.34
C -0.466652 0.216656 -0.475884 -3.26 -0.41 -0.21
C -1.431447 -0.101819 0.602624 -1.20 0.28 -1.74
C -2.874992 -0.244535 0.347648 0.67 0.33 -1.87
C -3.452325 -0.073445 -0.998779 3.12 0.40 0.68
C -2.502949 0.280285 -2.059121 0.16 -0.45 2.08
C -1.064930 0.418104 -1.808215 -0.96 -0.33 0.48
H 5.002444 -2.696569 -1.471179 -0.56 1.05 0.39
H 3.473957 -1.659334 -1.573602 0.74 -0.25 0.70
H 3.954252 -2.517417 -0.019695 0.22 0.82 -0.85
H 2.911423 1.821648 1.529885 -0.11 -0.27 -1.18
H 3.028380 3.096438 0.287585 -0.36 -1.13 -0.10
H 0.666652 2.360967 0.407682 0.83 -0.69 -0.33
H -1.117185 -0.250129 1.658850 -0.02 0.13 -1.05
H -3.596475 -0.517539 1.156884 1.07 0.28 -0.69
H -4.545094 -0.201514 -1.196433 1.19 0.15 0.26
H -2.911217 0.426938 -3.087034 0.66 -0.08 0.91
H -0.443838 0.681273 -2.706439 -0.27 -0.25 1.35
C -6.022968 -2.262991 3.018780 0.18 0.24 0.16
O -5.199226 -1.232416 2.490662 -0.12 -0.02 0.09
H -6.401652 -2.863100 2.193149 0.07 0.09 -0.01
H -5.439434 -2.899469 3.689070 -0.16 -0.14 0.02
H -6.864705 -1.825316 3.562296 -0.10 -0.19 0.03
H -4.875508 -0.714730 3.236358 0.02 0.00 -0.17
```
Forces are in eV/Å.

The value obtained for the largest force on an atom is 4.66 eV Å⁻¹. As for the multiplicity: 1. For the total energy, the calculation gives -1308.228865 Ha. Its HOMO-LUMO gap is 0.234 Eh. The HOMO energy comes out at -4.30 eV. The net charge is -1.



Entry 6:
The following is a DFT calculation (the ωB97M-V functional and the def2-TZVPD basis) of an isolated molecule of C5H8N2 at a distorted geometry.

Geometry as XYZ:
```
15
Properties=species:S:1:pos:R:3:forces:R:3
C 1.599796 -0.454782 -0.491473 -0.04 -0.03 0.01
C 0.572146 0.269765 0.354660 0.14 0.03 0.04
C -0.416352 1.254537 -0.303588 0.13 0.22 -0.16
N -1.422817 0.820289 0.681781 -0.28 0.01 0.01
C -0.707474 -0.425792 0.911396 0.11 -0.04 0.25
C -1.255972 -2.068169 -0.974478 -0.13 0.23 0.96
N -1.148811 -1.485208 0.042839 0.22 -0.37 -1.25
H 1.154394 -0.921372 -1.376124 0.01 0.06 0.16
H 2.357205 0.260783 -0.833314 -0.14 -0.11 0.04
H 2.118109 -1.231549 0.080882 -0.09 0.10 -0.06
H 1.055998 0.756790 1.205573 -0.06 -0.03 -0.07
H -0.640504 0.970052 -1.343481 0.00 0.01 0.20
H -0.175120 2.320702 -0.264165 -0.02 -0.14 0.00
H -2.384306 0.730580 0.369361 0.14 0.00 0.03
H -0.706289 -0.796624 1.940128 -0.01 0.07 -0.17
```
Forces are in eV/Å.

The value obtained for the largest force on an atom is 1.32 eV Å⁻¹. As for the multiplicity: 1. For the total energy, the calculation gives -304.758005 Ha. Its HOMO-LUMO gap is 0.400 Eh. The energy above the lowest of the compared OMol25 structures with the same formula, charge and spin comes out at 48.63 kcal/mol. The HOMO energy comes out at -9.81 eV. The net charge is 0.



Entry 7:
The following is a DFT calculation (the ωB97M-V functional and the def2-TZVPD basis) of a structure of composition C3H7NORb at a distorted geometry.

Geometry as XYZ:
```
13
Properties=species:S:1:pos:R:3:forces:R:3
Rb 0.018623 3.245053 3.509902 -0.04 0.24 0.28
C -0.983956 0.711680 0.457580 -3.33 0.97 0.62
O -0.846744 1.252405 1.532149 1.42 -0.50 -0.46
N -0.122912 -0.132997 -0.182859 2.55 -1.32 -1.05
C -0.431527 -0.738146 -1.478440 -0.60 0.46 -0.74
C 1.160893 -0.510737 0.379173 -0.11 -0.51 0.28
H -1.961362 0.793747 -0.042568 0.31 0.04 -0.32
H -1.345457 -0.421556 -1.981030 -0.31 0.36 0.81
H -0.455189 -1.827790 -1.463501 0.21 -0.17 0.58
H 0.328243 -0.474420 -2.214165 0.67 0.09 0.23
H 2.057629 0.001727 0.030826 -0.21 0.94 -0.63
H 1.198006 -0.394518 1.462325 -0.37 -0.27 -0.07
H 1.383754 -1.504449 -0.009391 -0.18 -0.33 0.48
```
Forces are in eV/Å.

The value obtained for the largest force on an atom is 3.52 eV Å⁻¹. As for the multiplicity: 2. For the total energy, the calculation gives -271.937926 Ha. Its HOMO-LUMO gap (alpha / beta) is 0.478 / 0.284 Eh. The energy above the lowest of the compared OMol25 structures with the same formula, charge and spin comes out at 0.00 kcal/mol. The expectation value of S² is 0.77. The HOMO energy (alpha / beta) comes out at -20.34 / -20.21 eV. The net charge is +2.



Question: Which formula does entry 7 have?
Answer: C3H7NORb